(1)
Entry from the OMol25 dataset: a structure of composition C38H54AsCrN4O5P2 (ωB97M-V/def2-TZVPD).

Output
Gap between HOMO and LUMO (spin up / spin down) ... 7.7 / 8.1 eV
Highest occupied orbital energy (spin up / spin down) ... -9.99 / -10.47 eV

Geometry as ORCA input:
```
! wB97M-V def2-TZVPD RIJCOSX def2/J DEFGRID3
* xyz 1 5
Cr 0.77021 1.34472 -0.59872
C 2.07171 3.93841 1.03670
C 1.99870 2.77886 2.02224
N 0.79054 1.98692 1.79434
C -0.48253 2.63481 2.12521
C -1.50291 2.48807 0.99287
N -0.89203 2.73452 -0.34082
C -0.58574 4.17835 -0.55688
C 0.85069 4.40049 -1.04102
N 1.75602 3.48884 -0.33451
H 1.35909 4.71382 1.32201
H 3.06723 4.38348 1.08527
H 2.84243 2.11782 1.83962
H 2.07083 3.16602 3.04476
H 0.87501 1.09786 2.27099
H -0.92988 2.20163 3.02192
H -0.30572 3.69074 2.33592
H -1.88761 1.46976 0.99303
H -2.34789 3.15987 1.16816
H -1.58191 2.45456 -1.03164
H -1.28297 4.61139 -1.27259
H -0.73269 4.70105 0.38805
H 0.91444 4.20023 -2.10831
H 1.11616 5.45097 -0.88836
H 2.62710 3.37517 -0.84005
N 1.61344 1.85672 -2.83768
C 1.70297 0.57800 -3.59346
C 2.79093 -0.34158 -3.05127
C 2.84765 -0.68380 -1.56278
O 3.48333 -1.65773 -1.21866
O 2.28193 0.13511 -0.71310
H 1.11178 2.52606 -3.41074
H 2.56425 2.20331 -2.73096
H 1.93454 0.76910 -4.64285
H 0.71717 0.11382 -3.56489
H 3.76292 0.11475 -3.26026
H 2.76215 -1.28970 -3.58618
C -2.32449 -1.03195 -0.16729
C -2.77809 -1.06411 -1.62263
As -4.65760 -1.66810 -1.84709
C -4.50327 -3.38987 -0.94659
C -3.31826 -4.12252 -0.93336
C -3.27378 -5.38154 -0.34732
C -4.41614 -5.92791 0.21916
C -5.61006 -5.21849 0.18304
C -5.65396 -3.96200 -0.40343
C -5.35154 -0.54692 -0.39396
C -5.68224 0.76235 -0.74349
C -6.15458 1.65658 0.20880
C -6.31467 1.24446 1.52546
C -5.98910 -0.05710 1.88365
C -5.50616 -0.94707 0.93070
P -0.51562 -0.73992 0.07287
C 0.10733 -2.31220 -0.62915
C 0.32381 -3.46241 0.12442
C 0.70323 -4.64458 -0.49876
C 0.86184 -4.69546 -1.87471
C 0.64202 -3.55662 -2.63557
C 0.27321 -2.37558 -2.01099
C -0.32014 -1.00093 1.86578
C 0.97656 -1.25004 2.33488
C 1.22374 -1.36326 3.69291
C 0.18084 -1.21974 4.60343
C -1.10432 -0.97187 4.14688
C -1.35661 -0.85711 2.78255
H -2.53713 -1.98038 0.32863
H -2.88627 -0.25357 0.35218
H -2.17115 -1.73965 -2.22437
H -2.70928 -0.07227 -2.07570
H -2.41413 -3.72619 -1.38433
H -2.34274 -5.93486 -0.34046
H -4.38037 -6.90773 0.67776
H -6.50960 -5.64755 0.60573
H -6.59284 -3.42046 -0.43977
H -5.57745 1.08136 -1.77585
H -6.41678 2.66680 -0.08049
H -6.70869 1.93014 2.26489
H -6.11919 -0.38501 2.90779
H -5.24927 -1.95678 1.22720
H 0.20063 -3.44909 1.19844
H 0.87875 -5.52928 0.10112
H 1.16318 -5.61878 -2.35272
H 0.76642 -3.58642 -3.71108
H 0.10815 -1.48409 -2.60096
H 1.78182 -1.37194 1.61485
H 2.22790 -1.56584 4.04456
H 0.37087 -1.30638 5.66548
H -1.92030 -0.86851 4.85085
H -2.37186 -0.67140 2.44948
C 5.97740 4.00773 -0.68707
O 5.85143 2.85221 0.13557
P 4.74879 1.70486 -0.31589
O 5.29750 0.57139 0.68469
C 4.67406 0.22758 1.91278
O 5.37583 1.17180 -1.70231
C 6.58234 0.38271 -1.75501
H 6.99915 4.36976 -0.60137
H 5.29833 4.80149 -0.35913
H 5.78142 3.78391 -1.73893
H 5.19883 -0.64135 2.29992
H 3.62495 -0.03221 1.75276
H 4.75554 1.04077 2.63762
H 6.98772 0.49797 -2.75677
H 6.33628 -0.65985 -1.56471
H 7.30643 0.73064 -1.02093
*
```

Löwdin population analysis, charges in e, atoms 1 to 5: atom 1 (Cr): 0.5800, atom 2 (C): -0.1700, atom 3 (C): -0.1757, atom 4 (N): -0.0722, atom 5 (C): -0.1640

(2)
Entry from the OMol25 dataset: a structure of composition C38H54BBrF27N4O24P2 in a non-equilibrium geometry (ωB97M-V/def2-TZVPD).

Output
Gap between HOMO and LUMO ... 8.5 eV
Highest occupied orbital energy ... -12.31 eV

Geometry as ORCA input:
```
! wB97M-V def2-TZVPD RIJCOSX def2/J DEFGRID3
* xyz 1 1
N 4.04962 0.39412 3.14629
B 3.29246 -0.32515 2.16123
O 3.49422 -1.66387 1.96402
C 2.14381 0.30517 1.22288
O 0.98362 0.26703 2.02305
N 2.03699 -0.52468 -0.01829
C 1.91829 0.31863 -1.08843
N 2.11099 -0.04586 -2.33031
Br 2.00206 1.24271 -3.66557
P 2.53059 -1.65397 -2.86442
O 3.97097 -1.70668 -3.09546
O 2.01343 -2.62693 -1.75261
O 1.68925 -1.92501 -4.16294
N 1.62883 1.63902 -0.71148
C 0.13545 1.65064 -0.62869
C -0.44462 2.73512 0.26124
C -1.96399 2.68566 0.20323
F -2.50522 2.09102 1.27975
F -2.41023 2.04132 -0.89683
F -2.48227 3.93098 0.13875
C 2.42702 1.65407 0.51831
P 2.57903 3.23803 1.39973
O 1.98773 4.34797 0.65284
O 4.15805 3.43463 1.54344
O 1.97180 3.06634 2.85314
H 3.70426 0.29929 4.09177
H 4.19327 1.36813 2.93774
H 3.53560 -2.07810 2.83536
H 0.68041 -0.64675 2.08131
H 1.30327 -1.22226 -0.02861
H 2.54226 -3.43796 -1.74735
H 2.34526 -1.94770 -4.88686
H -0.29613 0.69204 -0.34486
H -0.22024 1.85707 -1.63032
H -0.13769 3.70155 -0.11352
H -0.15784 2.64105 1.30077
H 3.44724 1.48525 0.17176
H 4.40239 3.55750 2.46949
H 1.81229 3.94495 3.22606
C 3.98602 -6.02298 -7.58228
C 4.74978 -4.93505 -8.30262
O 3.91214 -3.78442 -8.58004
C 3.73820 -2.93530 -7.59634
O 4.18678 -2.99447 -6.48586
C 2.86260 -1.76204 -8.06977
F 1.79585 -2.18418 -8.74516
F 3.54992 -0.93395 -8.85471
F 2.44128 -1.06926 -7.00410
H 3.09420 -6.30051 -8.14443
H 4.61710 -6.88050 -7.46097
H 3.66393 -5.68353 -6.59735
H 5.08422 -5.28635 -9.27509
H 5.63083 -4.62287 -7.74504
C -2.66666 6.20498 2.21688
C -3.54312 6.05140 3.44264
O -3.34558 7.13889 4.38195
C -3.99719 8.24570 4.04979
O -4.68278 8.39173 3.08358
C -3.79251 9.34879 5.10485
F -2.51737 9.45487 5.49056
F -4.51692 9.08263 6.20470
F -4.17197 10.52941 4.63858
H -1.61502 6.29180 2.49788
H -2.79064 5.35507 1.54168
H -2.93149 7.10702 1.66624
H -3.29767 5.14265 3.98775
H -4.59502 5.99904 3.16985
C -5.69886 10.36235 -0.95049
C -4.28207 9.97375 -0.59272
O -3.88458 8.75493 -1.25795
C -3.48235 8.87161 -2.51173
O -3.41021 9.87183 -3.15788
C -3.05551 7.48731 -3.03817
F -3.94280 6.54417 -2.70546
F -1.87030 7.14354 -2.51049
F -2.93590 7.50190 -4.35753
H -6.38260 9.53974 -0.74078
H -6.00689 11.23329 -0.37436
H -5.78519 10.59966 -2.01010
H -4.20821 9.75949 0.47136
H -3.57630 10.77084 -0.82052
C 3.91521 -13.11126 -5.32694
C 3.33261 -12.83974 -6.69619
O 3.45652 -11.43764 -7.04419
C 4.62833 -11.05825 -7.51329
O 5.59762 -11.73382 -7.68530
C 4.57398 -9.56181 -7.87312
F 3.98022 -8.84061 -6.90710
F 3.88218 -9.37606 -9.00331
F 5.79642 -9.07269 -8.05649
H 3.45526 -12.46192 -4.58144
H 3.74376 -14.14911 -5.04554
H 4.98775 -12.92094 -5.31103
H 2.26994 -13.04544 -6.70230
H 3.80040 -13.44794 -7.45750
C -1.88538 -3.14248 3.23188
C -1.38439 -3.10752 4.65839
O -0.16289 -3.86924 4.80476
C 0.95142 -3.27540 4.45706
O 1.08030 -2.16178 4.02134
C 2.14746 -4.21295 4.71898
F 1.91021 -5.44108 4.27195
F 2.41966 -4.28403 6.01860
F 3.22246 -3.72816 4.08887
H -2.00478 -4.17163 2.89456
H -2.84529 -2.63449 3.15896
H -1.18325 -2.65460 2.55529
H -2.10010 -3.58129 5.32398
H -1.22919 -2.08962 5.01089
C -1.26741 8.04526 7.51231
C -1.04296 7.39565 8.85904
O -0.46161 6.08024 8.71858
C 0.84134 6.04686 8.52501
O 1.59026 6.97475 8.44882
C 1.30991 4.58485 8.43968
F 0.50792 3.85659 7.65125
F 1.32197 4.02591 9.65077
F 2.54175 4.52576 7.93864
H -1.87087 7.40036 6.87488
H -1.77510 8.99446 7.64043
H -0.32186 8.22384 7.00024
H -1.98893 7.24025 9.37143
H -0.41736 8.00955 9.50423
C -6.94788 9.12461 8.28396
C -6.99023 10.44557 9.01878
O -7.88088 10.38902 10.14963
C -7.38561 9.83924 11.24602
O -6.28800 9.38986 11.39008
C -8.43662 9.89350 12.37124
F -9.63903 9.52137 11.92560
F -8.53083 11.14124 12.84299
F -8.09089 9.09037 13.36835
H -7.95266 8.81609 7.99391
H -6.33482 9.20687 7.39158
H -6.53543 8.33767 8.91504
H -7.38559 11.22767 8.37531
H -5.99855 10.75701 9.34305
C 2.97105 -17.01030 -12.57059
C 3.37325 -15.82699 -11.71925
O 2.57638 -15.74951 -10.51695
C 2.94896 -16.53703 -9.52321
O 3.86685 -17.29906 -9.50854
C 2.02872 -16.30103 -8.31123
F 0.74490 -16.24937 -8.66795
F 2.33900 -15.12777 -7.72067
F 2.16924 -17.26244 -7.41156
H 1.90435 -16.97487 -12.79189
H 3.52580 -17.00483 -13.50744
H 3.17008 -17.94961 -12.05660
H 3.18781 -14.89530 -12.24780
H 4.43036 -15.85631 -11.46100
*
```

Löwdin population analysis, charges in e, atoms 1 to 5: atom 1 (N): 0.2181, atom 2 (B): -0.5543, atom 3 (O): 0.1697, atom 4 (C): -0.3390, atom 5 (O): 0.0653

(3)
Entry from the OMol25 dataset: a structure of composition C38H54F3N4O8SbV in a non-equilibrium geometry (ωB97M-V/def2-TZVPD).

Output
Gap between HOMO and LUMO (spin up / spin down) ... 6.2 / 8.0 eV
Highest occupied orbital energy (spin up / spin down) ... -6.12 / -7.90 eV

Geometry as ORCA input:
```
! wB97M-V def2-TZVPD RIJCOSX def2/J DEFGRID3
* xyz 0 4
V -0.31042 -0.06344 -0.16179
C 0.30949 -5.41275 -0.37977
N -0.09013 -4.14632 -0.97931
C -1.20499 -4.21295 -1.91256
C 0.20223 -2.96652 -0.38311
O -0.35186 -1.91178 -0.71922
C 1.24235 -2.96016 0.73952
O 1.25093 -1.71784 1.39029
C 2.43142 -0.95008 1.40714
C 2.68923 -0.27478 0.06166
O 1.93613 -0.51470 -0.88327
N 3.69312 0.59968 -0.02976
C 4.54357 0.96718 1.08311
C 3.78547 1.43012 -1.21782
H 0.02817 -6.21230 -1.06231
H -0.18923 -5.58505 0.57756
H 1.38661 -5.46449 -0.23640
H -0.92144 -4.82548 -2.76832
H -1.46346 -3.21174 -2.24695
H -2.07847 -4.65562 -1.42621
H 2.22276 -3.24645 0.33652
H 0.94648 -3.71317 1.48365
H 3.29183 -1.55754 1.71804
H 2.26237 -0.16575 2.15018
H 4.52672 0.21393 1.86190
H 4.20930 1.91096 1.51244
H 5.57179 1.06480 0.73020
H 2.82484 1.42706 -1.72820
H 4.56222 1.06908 -1.89722
H 4.02701 2.44716 -0.90843
C -0.34623 4.13210 0.98740
C -0.33269 3.02372 2.04196
C -0.19897 3.58522 3.44553
O -1.55748 2.28899 2.01111
C 0.82978 2.08665 1.69862
O 1.92680 2.11006 2.24290
O 0.52079 1.32582 0.72339
H -1.17686 4.80902 1.19203
H -0.46635 3.70143 -0.00773
H 0.58630 4.69821 1.01187
H -0.97914 4.32437 3.61728
H 0.77483 4.04736 3.58282
H -0.31163 2.78903 4.18062
H -1.64756 1.81828 1.16292
F -5.36667 -6.70920 4.87556
C -4.65970 -5.68362 4.34240
C -3.97876 -5.88745 3.16282
C -3.26480 -4.82002 2.63040
C -3.22311 -3.57951 3.25577
C -3.93490 -3.42243 4.44556
C -4.65269 -4.46784 5.00102
Sb -2.19373 -1.94497 2.28128
C -0.88882 -1.48255 3.91754
C -0.60274 -2.38854 4.93480
C 0.40080 -2.13290 5.86114
C 1.11787 -0.95969 5.74905
F 2.10851 -0.71077 6.64255
C 0.86675 -0.02949 4.75954
C -0.13745 -0.30424 3.84503
C -3.76872 -0.57839 2.71152
C -4.99267 -0.78557 2.08077
C -6.06689 0.05949 2.30492
C -5.88856 1.12291 3.16762
F -6.93052 1.96003 3.38730
C -4.69334 1.36474 3.80862
C -3.63086 0.50266 3.57192
H -4.01860 -6.85238 2.67978
H -2.73308 -4.97002 1.69702
H -3.93308 -2.46487 4.95091
H -5.20697 -4.35456 5.92064
H -1.16539 -3.30843 5.02315
H 0.63085 -2.82605 6.65624
H 1.45078 0.87759 4.70096
H -0.34486 0.42411 3.06118
H -5.12727 -1.62468 1.40855
H -7.02135 -0.09016 1.82646
H -4.60136 2.20885 4.47300
H -2.68226 0.69900 4.05614
C 0.84963 4.04158 -5.05604
N 1.12343 3.65018 -3.68937
C 1.16462 4.73805 -2.73567
C 0.77599 2.40700 -3.20710
O 0.34103 2.24431 -2.08097
N 0.95725 1.35470 -4.08143
C 2.10683 1.27922 -4.95642
C 0.38392 0.07275 -3.72272
H 0.05124 4.78997 -5.07275
H 0.52301 3.18632 -5.63839
H 1.73113 4.47689 -5.53233
H 1.96233 5.43086 -3.00967
H 1.35211 4.34272 -1.74168
H 0.21724 5.28799 -2.71364
H 2.63162 2.22867 -4.98244
H 1.81182 1.01240 -5.97444
H 2.79961 0.51183 -4.59441
H -0.36183 0.21687 -2.93761
H 1.14882 -0.60976 -3.33812
H -0.09427 -0.37658 -4.59753
C -3.67395 -0.56796 -1.60905
C -3.26828 0.62562 -0.75122
C -3.01958 1.86599 -1.59692
O -2.15812 0.29206 0.01295
H -4.54787 -0.34512 -2.22512
H -3.90188 -1.43144 -0.98288
H -2.84584 -0.83800 -2.27062
H -4.10037 0.84672 -0.06114
H -2.18352 1.70053 -2.28083
H -2.76122 2.71460 -0.96557
H -3.90655 2.12308 -2.17852
*
```

Löwdin population analysis, charges in e, atoms 1 to 5: atom 1 (V): 0.8363, atom 2 (C): -0.0371, atom 3 (N): -0.1228, atom 4 (C): -0.0163, atom 5 (C): -0.3813